C22H20ClN5O in the gas phase at a distorted geometry. Source: the OMol25 dataset; level of theory: the ωB97M-V functional and the def2-TZVPD basis.

Structure (XYZ):
```
49
Properties=species:S:1:pos:R:3:forces:R:3
Cl 7.709 -3.925 3.417 -0.7 0.1 -0.9
N 3.006 -1.333 2.524 -0.5 -0.1 -0.1
N 0.452 -0.027 0.416 -0.4 0.3 -0.4
N -4.382 -0.344 -2.435 -0.6 -0.3 -0.2
O -3.811 2.548 -0.322 0.2 -0.5 0.0
C 3.422 -1.671 1.332 0.7 -0.8 0.8
C -4.809 -0.586 -3.691 0.1 0.6 -0.2
C 1.508 -0.616 0.954 -0.7 -0.5 0.8
C -0.424 0.494 1.283 -0.2 -0.6 -0.5
C -4.061 0.909 -2.090 -0.2 0.3 -1.5
C -4.845 0.412 -4.678 0.1 -0.4 -0.3
C -0.300 0.317 2.678 -0.2 0.6 0.0
C -4.070 1.926 -3.049 0.4 1.1 -0.4
C -4.431 1.701 -4.370 -0.3 -2.4 1.5
C 6.213 -3.641 -0.369 0.9 -0.9 0.8
C 7.013 -3.998 0.738 0.2 -0.1 0.3
C 0.811 -0.265 3.207 0.3 0.0 -0.1
C 5.063 -2.902 -0.176 -0.4 0.4 -0.2
C 5.500 -2.809 2.208 0.6 -0.3 -0.2
C 6.663 -3.572 2.024 -0.3 0.4 -0.5
C 1.758 -0.736 2.314 1.4 0.1 0.5
C 4.695 -2.475 1.112 -0.7 0.4 -0.2
N 2.524 -1.309 0.361 0.5 0.1 -1.1
N -1.576 1.092 0.777 -1.6 0.6 -0.2
C -1.089 3.497 0.381 -0.6 0.4 0.3
C -3.416 2.824 1.036 0.3 -1.3 -0.4
C -2.106 0.705 -0.556 0.2 0.9 0.8
C -1.930 2.488 1.203 0.8 0.0 -0.4
C -3.595 1.162 -0.692 0.6 -0.1 1.2
H -5.144 -1.603 -3.972 0.4 0.6 0.5
H -5.122 0.206 -5.721 -0.1 -0.2 0.6
H -1.070 0.643 3.355 -0.3 0.2 -0.1
H -3.738 2.935 -2.850 0.0 0.0 0.7
H -4.399 2.391 -5.152 0.1 1.4 -0.7
H 6.543 -4.052 -1.330 -0.4 0.5 0.2
H 7.918 -4.620 0.629 -0.6 0.5 -0.1
H 0.917 -0.349 4.268 0.2 -0.2 0.4
H 4.448 -2.625 -1.044 0.3 -0.2 0.4
H 5.272 -2.477 3.203 -0.3 0.2 0.2
H 2.561 -1.532 -0.615 0.1 0.1 -0.2
H -1.281 3.342 -0.665 -0.2 -0.1 -0.6
H -1.335 4.566 0.579 0.2 -0.8 0.2
H -0.036 3.322 0.526 0.4 0.0 0.2
H -3.557 3.875 1.267 -0.1 0.2 -0.5
H -4.069 2.284 1.739 0.2 -0.3 -0.2
H -2.095 -0.380 -0.632 0.1 0.0 -0.1
H -1.485 1.130 -1.351 -0.1 0.0 -0.2
H -1.650 2.584 2.250 -0.1 0.0 0.1
H -4.168 0.495 -0.021 0.0 0.4 -0.1
```
Forces are in eV/Å.

Calculated values
total charge: 0
SMILES string: C[C@H]1CO[C@@H](c2ccccn2)CN1c1ccc2nc(-c3cccc(Cl)c3)[nH]c2n1
molecular weight: 405.89 u
relative energy (zero: lowest compared OMol25 entry of this formula, charge and spin): 3.7 kJ/mol

---

A molecular structure, C16H28As2HfS3 at a distorted geometry. Source: the OMol25 dataset; level of theory: the ωB97M-V functional and the def2-TZVPD basis.

Structure (XYZ):
```
50
Properties=species:S:1:pos:R:3:forces:R:3
Hf 0.102 0.113 1.067 3.2 -0.8 -2.9
C -2.902 -0.275 2.345 0.0 -2.5 0.8
C -2.574 1.049 2.914 1.1 2.1 0.7
S -1.290 1.877 1.773 -2.1 2.8 1.3
C 0.006 2.552 2.967 0.2 0.6 -0.7
C 0.650 1.514 3.827 1.5 -0.3 0.6
S 1.710 0.240 2.943 0.5 0.1 1.2
C 1.193 -1.384 3.659 -0.9 -0.6 -0.9
C -0.317 -1.785 3.625 -0.3 0.4 -0.3
S -1.324 -1.477 1.921 -2.3 -1.3 2.4
H -3.362 -0.230 1.364 -0.2 -0.2 -0.1
H -3.438 -0.999 3.036 0.2 1.2 -0.8
H -2.146 1.110 3.948 -0.4 -0.4 -0.9
H -3.400 1.806 2.890 0.2 -1.0 0.0
H -0.588 3.289 3.548 0.6 -0.2 -0.2
H 0.843 3.082 2.409 -1.4 -0.3 0.2
H 0.026 1.008 4.537 -0.4 -0.3 0.3
H 1.479 1.968 4.372 -0.4 0.5 0.4
H 1.550 -1.495 4.689 0.1 0.2 -0.1
H 1.757 -2.072 3.030 0.2 -0.2 0.2
H -0.894 -1.290 4.429 0.1 -0.3 -0.6
H -0.464 -2.875 3.635 0.3 0.3 0.4
C -0.065 -3.235 -1.314 0.6 0.7 -0.8
As 0.928 -1.525 -0.941 1.1 -1.8 -1.8
C 2.831 -2.000 -0.822 0.6 0.0 0.2
C 1.181 -0.643 -2.654 -2.1 -0.9 -1.1
C 1.617 -1.356 -3.812 0.4 2.1 1.5
C 1.715 -0.666 -5.014 0.1 -0.4 0.2
C 1.139 0.590 -5.098 -0.1 0.7 -0.5
C 0.526 1.199 -4.037 -0.6 1.3 1.6
C 0.497 0.562 -2.803 0.7 -1.6 0.1
As -0.627 1.072 -1.354 1.1 2.9 -1.6
C -2.429 0.994 -1.983 0.3 0.1 -1.9
C -0.155 3.008 -1.596 0.4 -1.3 1.4
H -1.116 -3.007 -1.579 0.5 -0.2 0.4
H 0.064 -3.880 -0.420 -0.2 0.1 -0.9
H 0.448 -3.562 -2.283 -0.6 0.0 1.6
H 3.136 -2.803 -1.536 -0.6 0.4 0.6
H 3.135 -2.259 0.195 0.2 -0.1 -0.2
H 3.337 -1.083 -1.169 -0.1 -0.3 0.4
H 2.008 -2.314 -3.655 0.7 -1.4 -0.3
H 2.280 -1.054 -5.861 -0.5 -0.2 0.1
H 1.127 1.143 -6.014 0.3 0.1 -0.5
H 0.161 2.242 -3.999 0.0 -0.7 -1.0
H -2.918 1.950 -1.823 -0.1 0.0 0.0
H -2.937 0.210 -1.504 -1.0 -1.0 0.5
H -2.338 0.744 -3.091 -0.2 0.5 1.4
H -0.817 3.479 -2.284 -0.4 0.3 -0.6
H 0.904 3.028 -1.848 -0.2 0.1 -0.4
H -0.248 3.441 -0.629 -0.3 0.9 0.7
```
Forces are in eV/Å.

Calculated values
total charge: +4
molecular weight: 644.94 u
relative energy (zero: lowest compared OMol25 entry of this formula, charge and spin): 30.9 kJ/mol

---

A molecular structure, C19H54B2NO31 at a distorted geometry. Source: the OMol25 dataset; level of theory: the ωB97M-V functional and the def2-TZVPD basis.

Structure (XYZ):
```
107
Properties=species:S:1:pos:R:3:forces:R:3
C -47.380 -9.908 5.488 6.8 2.4 9.3
C -47.974 -8.854 6.408 -2.3 -2.4 0.5
C -49.451 -9.174 6.770 -2.3 0.2 -5.0
C -50.204 -8.335 7.748 3.3 3.1 1.4
N -51.529 -8.769 8.317 2.4 -1.9 -2.0
C -51.265 -10.076 8.985 -2.2 -1.9 2.8
C -52.578 -10.881 8.865 -2.1 2.4 0.4
C -52.927 -10.604 7.403 3.8 -1.6 -0.9
C -52.397 -9.222 7.135 -5.6 3.5 2.1
C -52.010 -7.794 9.309 -2.0 1.9 0.8
C -52.410 -6.446 8.750 -3.4 0.8 -1.2
C -52.772 -5.451 9.866 -1.1 1.9 -4.7
H -47.277 -10.915 5.841 -0.3 -0.5 1.0
H -46.205 -9.466 5.598 -2.7 -1.7 -1.1
H -47.569 -10.034 4.592 -2.5 0.0 -8.8
H -47.785 -7.934 5.969 -0.3 2.0 -0.8
H -47.492 -8.821 7.344 1.3 -0.3 1.1
H -49.634 -10.257 6.581 0.1 0.5 1.3
H -50.037 -8.776 5.846 1.1 -1.1 0.6
H -50.006 -7.252 7.280 -1.9 -1.9 1.1
H -49.608 -8.180 8.659 0.1 -0.3 0.3
H -50.951 -10.101 10.036 -0.2 1.4 -0.1
H -50.617 -10.857 8.679 1.6 0.6 -2.1
H -53.489 -10.322 9.454 2.3 -2.0 -0.6
H -52.302 -11.911 9.111 -1.0 0.2 0.3
H -53.859 -10.748 7.011 -3.0 0.1 0.0
H -52.430 -11.315 6.681 0.4 0.5 0.9
H -53.398 -8.421 7.232 3.0 -2.2 -0.7
H -51.950 -9.080 6.202 0.8 0.4 -1.2
H -51.163 -7.477 10.003 -1.2 -1.6 -0.4
H -53.081 -8.077 9.746 2.9 -0.5 -0.3
H -53.384 -6.514 8.170 1.4 -0.3 -0.1
H -51.708 -5.865 8.165 0.4 -0.7 -0.4
H -52.975 -4.433 9.346 0.9 -1.5 1.0
H -51.936 -5.500 10.382 3.9 1.1 3.1
H -53.568 -5.518 10.503 -2.4 -1.2 1.5
O -49.617 -7.819 1.058 1.4 -1.0 0.1
C -48.620 -8.528 0.938 -4.7 3.1 -0.6
O -48.086 -9.228 1.843 1.8 -1.7 1.9
B -46.836 -9.800 1.265 0.7 0.2 -0.5
O -46.766 -9.289 -0.131 1.3 -2.0 2.9
C -47.878 -8.634 -0.319 1.6 0.4 -1.6
O -48.054 -8.113 -1.356 -1.7 1.5 -1.9
O -46.907 -11.288 1.351 -5.0 4.1 -7.0
C -46.126 -11.660 2.168 -0.5 -9.4 6.4
O -46.301 -12.807 2.693 2.1 2.5 -1.0
C -45.371 -10.596 2.686 4.0 -0.2 1.8
O -45.633 -9.488 2.159 -3.2 3.1 -3.1
O -44.471 -10.744 3.430 2.3 -0.6 2.6
O -52.073 -12.982 -1.748 1.3 0.1 0.8
C -51.344 -12.467 -0.909 -4.6 -2.4 -3.0
O -51.461 -12.629 0.344 0.1 -0.4 4.4
B -50.643 -11.570 1.038 0.1 0.7 -2.6
O -50.060 -10.886 -0.128 2.3 3.6 9.8
C -50.458 -11.390 -1.128 0.0 -1.3 -5.6
O -50.071 -11.027 -2.158 1.1 1.1 -6.0
O -49.580 -12.059 1.882 -0.7 -0.2 1.2
C -50.024 -11.762 3.067 5.7 -6.8 6.0
O -49.675 -12.400 4.162 -1.3 3.2 -5.1
C -51.092 -10.882 3.053 -7.1 3.5 5.8
O -51.443 -10.629 1.877 -0.3 -0.1 -3.0
O -51.834 -10.584 4.063 3.2 -0.6 -2.7
O -52.954 -6.468 5.271 -2.8 -0.9 -1.3
H -53.857 -6.354 4.779 2.8 0.0 1.5
H -52.729 -5.655 5.726 0.0 0.7 -0.4
O -53.296 -13.722 10.970 -1.1 -0.5 4.2
H -53.285 -14.140 11.933 -0.2 1.4 -3.0
H -52.572 -14.168 10.585 1.2 -1.0 -1.1
O -52.162 -7.557 12.509 0.1 0.7 -0.3
H -52.308 -8.443 12.830 -0.3 -0.3 0.1
H -52.960 -7.317 12.011 0.1 -0.4 0.3
O -46.285 -13.411 8.082 3.7 -2.9 -0.6
H -45.732 -14.125 7.528 -1.5 2.4 2.1
H -46.991 -13.343 7.486 -2.3 0.5 -1.5
O -55.283 -8.339 11.476 1.2 -1.7 -0.3
H -55.441 -8.404 10.509 -0.3 0.5 0.8
H -55.590 -7.517 11.800 -0.7 1.2 0.2
O -55.966 -7.887 8.991 -4.6 0.3 -1.7
H -55.834 -6.946 8.863 0.7 0.5 0.0
H -57.019 -7.877 8.733 3.9 -0.7 1.0
O -51.642 -4.155 5.783 -1.3 -2.5 5.2
H -51.111 -4.034 6.652 -1.0 -0.5 -1.4
H -51.217 -3.610 5.232 2.3 3.2 -3.7
O -52.262 -15.345 8.725 1.1 0.7 -2.1
H -52.400 -15.563 7.762 -0.3 0.0 1.5
H -51.497 -14.732 8.587 -0.6 -0.6 0.5
O -44.054 -8.445 6.691 -0.8 -1.9 -6.5
H -44.425 -8.572 7.472 -4.8 -2.5 5.2
H -43.503 -7.925 7.131 5.5 4.6 1.3
O -45.972 -7.909 9.353 -1.0 -3.0 0.6
H -45.984 -8.926 9.526 0.5 2.5 -0.4
H -46.940 -7.790 9.305 0.5 0.4 -0.2
O -50.033 -4.313 7.886 -1.4 1.6 -0.7
H -50.188 -4.431 8.813 0.4 -0.5 0.7
H -49.329 -4.828 7.533 1.3 -0.8 0.0
O -49.851 -10.981 11.815 6.1 -0.9 -1.8
H -49.226 -10.238 11.962 -1.1 -0.7 0.0
H -50.670 -10.784 12.070 -5.0 1.6 1.9
O -47.784 -5.307 6.307 -4.8 1.9 4.5
H -48.281 -5.465 5.572 -1.4 -0.8 -3.4
H -46.927 -5.439 6.228 6.1 -1.2 -1.1
O -49.424 -5.424 10.256 -0.8 -0.2 -0.3
H -49.649 -5.757 11.121 0.0 -0.1 0.5
H -48.496 -5.234 10.253 0.9 0.2 0.1
O -48.532 -13.539 6.198 -3.4 -1.8 -2.4
H -49.123 -12.943 5.616 1.7 -0.1 1.1
H -48.997 -14.363 5.740 2.1 1.8 1.7
```
Forces are in eV/Å.

Calculated values
total charge: -1
molecular weight: 814.24 u
relative energy (zero: lowest compared OMol25 entry of this formula, charge and spin): 412.3 kJ/mol

---

A molecular structure, C30H27Cl2LiN5O3. Source: the OMol25 dataset; level of theory: the ωB97M-V functional and the def2-TZVPD basis.

Structure (XYZ):
```
68
Properties=species:S:1:pos:R:3:forces:R:3
Li 0.715 -0.567 -0.357 -0.2 0.0 0.1
C -2.212 -1.125 6.373 0.0 0.0 0.0
C -1.444 -0.732 5.138 0.0 0.0 0.0
C -0.815 0.503 5.019 0.1 0.1 0.0
C -0.145 0.884 3.872 -0.1 -0.1 0.1
C -0.030 0.044 2.730 0.0 0.0 0.0
N 0.584 0.386 1.577 0.0 0.0 0.0
C 1.423 1.479 1.578 -0.1 -0.1 0.1
C 2.458 1.661 2.514 0.1 0.2 0.0
C 3.344 2.722 2.444 0.0 -0.2 0.1
C 3.265 3.668 1.427 0.0 0.1 -0.1
C 4.271 4.784 1.309 0.0 0.0 0.0
C 2.249 3.512 0.495 0.0 0.1 0.0
C 1.346 2.464 0.574 -0.1 -0.1 0.0
N 0.321 2.388 -0.413 0.0 0.0 0.0
C -0.449 3.399 -0.877 0.0 -0.1 0.0
C -1.216 2.886 -1.896 0.0 0.0 0.0
C -0.832 1.534 -1.980 0.0 0.0 0.0
N 0.090 1.249 -1.081 0.1 0.1 0.0
C -0.699 -1.205 2.873 0.0 0.1 -0.1
C -1.378 -1.560 4.026 0.0 0.0 0.0
N -0.699 -2.162 1.810 0.0 -0.1 0.2
C -0.420 -3.477 1.950 0.0 0.1 0.0
C -0.745 -4.092 0.764 0.0 0.0 0.0
C -1.224 -3.045 -0.044 0.0 0.1 0.0
N -1.199 -1.883 0.593 0.1 0.0 0.0
H -1.910 -0.519 7.229 0.0 0.0 0.0
H -2.046 -2.173 6.635 0.0 0.0 0.0
H -3.291 -0.992 6.246 0.0 0.0 0.0
H -0.857 1.202 5.849 0.0 0.0 0.0
H 0.305 1.866 3.839 0.0 0.0 0.0
H 2.563 0.930 3.306 0.0 0.0 0.0
H 4.130 2.802 3.189 0.0 0.0 0.0
H 4.553 5.171 2.290 0.0 0.0 0.0
H 3.875 5.614 0.723 0.0 0.0 0.0
H 5.187 4.444 0.818 0.0 0.0 0.0
H 2.162 4.204 -0.336 0.0 0.0 0.0
H -0.394 4.378 -0.433 0.0 0.0 0.0
H -1.953 3.407 -2.483 0.0 0.0 0.0
H -1.167 0.750 -2.640 0.0 0.0 0.0
H -1.883 -2.521 4.033 0.0 0.0 0.0
H 0.001 -3.851 2.867 0.0 0.0 0.0
H -0.625 -5.130 0.506 0.0 0.0 0.0
H -1.563 -3.078 -1.068 0.0 0.0 0.0
Cl 1.943 -6.546 -4.435 0.0 0.0 0.0
C 1.515 -5.005 -3.726 0.0 0.0 0.0
C 0.758 -4.090 -4.478 0.0 0.0 0.0
C 0.412 -2.886 -3.939 0.0 0.0 0.0
Cl -0.537 -1.773 -4.879 0.0 0.0 0.0
C 0.783 -2.470 -2.599 0.0 0.0 -0.1
O 0.427 -1.372 -2.126 0.0 0.0 -0.1
C 1.567 -3.448 -1.889 0.0 0.1 0.0
C 2.055 -3.177 -0.561 0.0 0.0 0.0
O 1.956 -2.141 0.080 0.0 0.0 0.0
C 1.906 -4.686 -2.458 0.0 0.0 0.0
H 0.445 -4.339 -5.483 0.0 0.0 0.0
H 2.605 -4.028 -0.106 0.0 0.0 0.0
H 2.491 -5.388 -1.874 0.0 0.0 0.0
C 4.659 -0.415 0.478 0.0 0.0 -0.1
C 4.032 -0.259 -0.886 0.1 -0.1 0.0
C 4.454 -1.246 -1.952 -0.1 0.0 0.0
O 3.237 0.617 -1.126 0.0 0.1 0.0
H 5.725 -0.643 0.395 0.0 0.0 0.0
H 4.164 -1.252 0.975 0.0 0.0 0.0
H 4.501 0.490 1.061 0.0 0.0 0.0
H 5.415 -0.925 -2.366 0.0 0.0 0.0
H 3.710 -1.260 -2.746 0.0 0.0 0.0
H 4.590 -2.248 -1.543 0.0 0.0 0.0
```
Forces are in eV/Å.

Calculated values
total charge: -1
molecular weight: 583.43 u
relative energy (zero: lowest compared OMol25 entry of this formula, charge and spin): 0.0 kJ/mol